Entry 1:
This record from the Open Molecules 2025 dataset describes 2 unconnected molecules or ions with the total composition C5H18N2O in a non-equilibrium geometry. The level of theory is wB97M-V/def2-TZVPD.

E_HOMO = -17.84 eV
ΔE to the lowest compared entry with this formula, charge and spin = 13.2 kcal/mol
2S+1 = 1
Net charge = +2
LUMO energy = -6.036 eV

Last column: Löwdin charge in e.
CARTESIAN COORDINATES (ANGSTROEM)
C: -1.2457 1.6157 0.1299  -0.12
C: 0.0805 0.8493 -0.1484  -0.16
C: 0.2451 -0.4552 0.6663  -0.19
C: -0.3655 -1.7119 0.0293  -0.19
C: 0.5716 -2.2941 -1.0466  -0.09
N: -0.1951 -3.5411 -1.6581  0.21
N: -0.9388 3.1033 0.1976  0.20
H: -1.9356 1.4912 -0.7055  0.13
H: -1.8427 1.2952 0.9732  0.13
H: 0.0545 0.5319 -1.2069  0.12
H: 0.9412 1.4852 0.0380  0.10
H: 1.3229 -0.5951 0.9174  0.13
H: -0.0496 -0.3038 1.6981  0.12
H: -1.3505 -1.5417 -0.4241  0.12
H: -0.6091 -2.3801 0.8580  0.13
H: 0.7401 -1.6471 -1.9206  0.14
H: 1.5169 -2.6160 -0.6441  0.13
H: -0.2880 -4.2054 -0.8840  0.17
H: 0.3435 -4.0384 -2.3678  0.17
H: -1.0257 -3.1391 -2.0802  0.16
H: -1.7270 3.6444 0.5658  0.18
H: -0.7737 3.3846 -0.7672  0.17
H: -0.0867 3.2638 0.7740  0.15
H: 1.9352 3.0140 2.9688  0.06
H: 2.7844 2.2161 1.9290  0.07
O: 1.8979 2.5744 2.1080  -0.06



Entry 2:
This record from the Open Molecules 2025 dataset describes a molecular structure, C19H10Cl5N3O4PdS. The level of theory is wB97M-V/def2-TZVPD.

E_HOMO (alpha / beta) = -7.50 / -7.93 eV
ΔE to the lowest compared entry with this formula, charge and spin = 1.2 kcal/mol
⟨S²⟩ = 2.023
2S+1 = 3
Net charge = 0
LUMO energy (alpha / beta) = -0.542 / -3.626 eV

Last column: Mulliken spin population.
CARTESIAN COORDINATES (ANGSTROEM)
Pd: 1.5820 -0.2651 -0.0740  0.00
Cl: 4.0613 0.1831 0.0205  0.00
C: 3.9480 -1.5529 -0.0633  0.00
C: 2.6357 -1.9627 -0.1711  0.00
C: 2.4413 -3.3258 -0.2914  0.00
Cl: 0.8570 -4.0036 -0.5130  0.00
C: 3.5367 -4.2094 -0.2696  0.00
Cl: 3.2863 -5.9078 -0.4153  0.00
C: 4.8414 -3.7348 -0.1381  0.00
Cl: 6.1823 -4.8074 -0.1150  0.00
C: 5.0585 -2.3636 -0.0375  0.00
Cl: 6.6291 -1.6799 0.1062  0.00
O: 2.5105 2.3359 -0.0890  0.00
C: 1.9723 3.4293 -0.0768  0.00
C: 0.5433 3.6354 -0.0587  0.00
C: 0.1128 4.9593 -0.0780  0.00
C: -1.2224 5.2522 -0.0723  0.00
C: -2.1819 4.2286 -0.0477  0.00
C: -1.7832 2.9248 -0.0256  0.00
C: -0.3963 2.5492 -0.0261  0.00
O: -0.0939 1.3135 0.0063  0.00
N: -1.6523 6.6472 -0.0926  0.00
O: -0.7994 7.5147 -0.1656  0.00
O: -2.8499 6.8733 -0.1381  0.00
H: 2.5920 4.3470 -0.0805  0.00
H: 0.8360 5.7662 -0.0980  0.00
H: -3.2293 4.4974 -0.0447  0.00
H: -2.5103 2.1221 -0.0026  0.00
N: -4.5160 -3.5150 1.2160  0.17
C: -3.9864 -2.9810 0.0698  0.33
S: -4.9843 -3.0693 -1.3586  1.13
C: -2.7220 -2.3600 0.0406  -0.10
C: -2.1633 -1.8699 -1.1591  0.15
C: -0.9195 -1.3003 -1.1544  -0.01
N: -0.1790 -1.1936 -0.0417  0.17
C: -0.6993 -1.6192 1.1149  -0.03
C: -1.9445 -2.1892 1.2054  0.17
H: -5.3571 -4.0634 1.1683  0.00
H: -3.8691 -3.8076 1.9296  0.00
H: -2.6974 -1.9334 -2.1002  0.01
H: -0.4824 -0.9087 -2.0578  0.00
H: -0.0874 -1.4851 1.9918  0.00
H: -2.2999 -2.4706 2.1872  0.03



Entry 3:
This record from the Open Molecules 2025 dataset describes a single C24H21ClN4O4S molecule in a non-equilibrium geometry. The level of theory is wB97M-V/def2-TZVPD.

E_HOMO = -8.41 eV
ΔE to the lowest compared entry with this formula, charge and spin = 39.8 kcal/mol
2S+1 = 1
SMILES string = CC(C)c1ccc2[nH]c(O)c(/N=N\C(=O)c3cccc(S(=O)(=O)Nc4cccc(Cl)c4)c3)c2c1
Net charge = 0
LUMO energy = -0.449 eV

Last column: Löwdin charge in e.
CARTESIAN COORDINATES (ANGSTROEM)
C: -3.5144 -0.1307 -2.4428  -0.06
H: -4.1666 0.2336 -3.2332  0.08
H: -2.5098 0.2510 -2.6146  0.06
H: -3.4805 -1.2163 -2.4936  0.06
C: -4.0295 0.3276 -1.0752  -0.38
C: -3.0733 -0.1385 -0.0052  -0.20
C: -2.2183 0.7812 0.5837  0.05
C: -1.2783 0.3490 1.5097  -0.07
C: -1.2452 -1.0150 1.8655  -0.19
C: -2.1121 -1.9361 1.3118  -0.02
C: -3.0092 -1.4838 0.3631  -0.05
H: -3.6777 -2.1929 -0.0978  0.11
H: -2.0839 -2.9739 1.6047  0.12
N: -0.2540 -1.2039 2.8194  0.20
C: 0.3357 -0.0286 3.0715  -0.28
C: -0.2420 0.9906 2.2975  -0.15
N: 0.2876 2.2230 2.4406  0.08
N: -0.0415 3.2423 1.8170  0.12
C: -0.6242 3.5255 0.6397  -0.48
O: -1.5118 4.3395 0.4760  0.07
C: 0.0587 2.8551 -0.5323  -0.12
C: 1.2309 2.1206 -0.4092  0.00
C: 1.6817 1.3923 -1.4881  -0.28
C: 1.0249 1.3963 -2.7029  -0.05
C: -0.1216 2.1657 -2.8388  -0.05
C: -0.6049 2.8805 -1.7577  0.00
H: -1.5064 3.4705 -1.8366  0.12
H: -0.6421 2.1972 -3.7839  0.11
H: 1.4160 0.8003 -3.5126  0.12
S: 3.1341 0.3902 -1.2376  0.68
O: 4.2539 1.2094 -0.8911  -0.27
O: 3.2651 -0.5602 -2.2988  -0.26
N: 2.7489 -0.4021 0.2167  -0.04
C: 1.9914 -1.5600 0.2450  -0.29
C: 2.2106 -2.5392 1.2140  -0.04
C: 1.4336 -3.6822 1.2343  -0.09
C: 0.4319 -3.8771 0.2986  -0.13
C: 0.2147 -2.8932 -0.6530  -0.66
C: 0.9720 -1.7370 -0.6862  -0.05
H: 0.7904 -0.9889 -1.4381  0.09
Cl: -1.0291 -3.0996 -1.8218  0.74
H: -0.1640 -4.7753 0.2992  0.11
H: 1.6203 -4.4406 1.9802  0.11
H: 2.9970 -2.4007 1.9411  0.12
H: 3.5165 -0.3650 0.8705  0.12
H: 1.8053 2.1017 0.5037  0.12
O: 1.3448 0.0847 3.9276  0.13
H: 1.5799 1.0267 3.9777  0.12
H: 0.0165 -2.0882 3.2180  0.17
H: -2.3037 1.8235 0.3241  0.10
C: -5.4578 -0.1629 -0.8383  -0.07
H: -6.1309 0.2960 -1.5588  0.08
H: -5.5280 -1.2415 -0.9505  0.07
H: -5.7892 0.1044 0.1625  0.08
H: -4.0406 1.4227 -1.0631  0.13



Entry 4:
This record from the Open Molecules 2025 dataset describes 3 unconnected molecules or ions with the total composition C3H10O3S. The level of theory is wB97M-V/def2-TZVPD.

E_HOMO (alpha / beta) = -13.38 / -13.38 eV
ΔE to the lowest compared entry with this formula, charge and spin = 11.5 kcal/mol
⟨S²⟩ = 0.755
2S+1 = 2
Net charge = +1
LUMO energy (alpha / beta) = -4.035 / -9.448 eV

Last column: Mulliken spin population.
CARTESIAN COORDINATES (ANGSTROEM)
O: -0.8858 -2.6716 -2.1390  0.09
C: -0.3410 -1.8498 -1.4690  0.00
C: -0.7213 -1.6107 -0.0195  0.06
C: -1.2097 -0.1710 0.2037  -0.01
S: -2.8786 0.1149 -0.3159  0.82
H: 0.4619 -1.2210 -1.9080  0.01
H: 0.1512 -1.8060 0.6246  0.00
H: -1.4249 -2.3895 0.2625  -0.01
H: -1.0137 0.1186 1.2323  0.04
H: -0.6529 0.5077 -0.4484  -0.01
H: -3.5673 -0.5429 0.6443  -0.01
H: 2.5799 0.0855 6.4288  0.00
H: 3.8340 0.9015 6.1177  0.00
O: 2.9332 0.7438 5.8183  0.00
H: 4.8158 3.4863 -2.3967  0.00
H: 4.7100 4.2660 -3.7094  0.00
O: 4.1871 3.9620 -2.9472  0.00



Entry 5:
This record from the Open Molecules 2025 dataset describes 3 unconnected molecules or ions with the total composition C23H51N10O3P2 in a non-equilibrium geometry. The level of theory is wB97M-V/def2-TZVPD.

E_HOMO = -9.14 eV
ΔE to the lowest compared entry with this formula, charge and spin = 0.0 kcal/mol
2S+1 = 1
Net charge = +1
LUMO energy = -3.224 eV

Last column: Löwdin charge in e.
CARTESIAN COORDINATES (ANGSTROEM)
N: 6.3046 2.2860 -4.1021  -0.02
C: 6.2804 2.2550 -5.5871  -0.22
C: 5.8726 3.6356 -6.2509  -0.32
O: 5.1111 3.3549 -7.4327  -0.04
C: 5.2158 4.6722 -5.2660  -0.06
N: 3.7541 4.4970 -5.0711  -0.03
C: 2.9175 5.4726 -4.5700  -0.02
N: 1.5840 5.1350 -4.4986  0.18
C: 1.5465 3.8038 -4.9760  -0.12
C: 0.3895 2.8143 -5.1827  -0.14
C: -0.1714 1.9880 -4.0985  0.00
C: -1.2449 1.0533 -4.3915  -0.13
N: -1.9175 0.7940 -5.5621  0.08
C: -1.3878 1.6173 -6.5289  -0.14
C: -0.3015 2.5790 -6.4670  -0.01
C: 2.8898 3.3934 -5.3144  0.06
H: 6.7321 1.4118 -3.7700  0.08
H: 5.3441 2.2803 -3.7320  0.06
H: 5.6597 1.3779 -5.9554  0.12
H: 7.3356 2.0251 -5.9196  0.13
H: 6.8392 4.1114 -6.6056  0.16
H: 4.3145 3.9082 -7.5016  0.09
H: 5.7001 4.7280 -4.2571  0.14
H: 5.3517 5.6941 -5.7367  0.15
H: 3.2927 6.4768 -4.2399  0.18
H: 0.7752 5.6768 -4.1952  0.19
H: 0.2440 2.0648 -3.0611  0.11
H: -1.5971 0.4299 -3.5179  0.12
H: -1.8911 1.5180 -7.5351  0.12
H: 0.0089 3.1393 -7.3840  0.11
H: 3.2116 2.4068 -5.7166  0.16
O: 1.3322 0.3730 -1.1436  -0.33
P: 1.7214 -0.9633 -0.4954  0.74
N: 0.7712 -1.9002 -1.5568  -0.35
C: -0.5057 -2.5545 -1.3958  -0.13
C: 1.3122 -2.0972 -2.8935  -0.14
N: 1.0405 -0.5258 1.0273  -0.30
C: -0.0505 -1.1641 1.7477  -0.11
C: 1.0044 0.9122 1.3243  -0.15
N: 2.3103 -2.4451 0.2230  -0.31
C: 1.6510 -3.7084 0.4797  -0.11
C: 3.4760 -2.2333 1.0890  -0.14
H: -0.4171 -3.6257 -1.6187  0.08
H: -1.2630 -2.1382 -2.0713  0.08
H: -0.9094 -2.4927 -0.3911  0.05
H: 2.0539 -2.9054 -2.8918  0.08
H: 1.8026 -1.1877 -3.2553  0.06
H: 0.5379 -2.3445 -3.6237  0.08
H: -0.9559 -1.2693 1.1455  0.07
H: -0.3546 -0.5862 2.6235  0.08
H: 0.2505 -2.1218 2.1721  0.07
H: 0.1286 1.3947 0.8693  0.08
H: 1.9052 1.4117 0.9682  0.06
H: 0.9730 1.0914 2.4034  0.08
H: 0.6354 -3.6169 0.8553  0.06
H: 2.1959 -4.3052 1.2104  0.09
H: 1.6175 -4.3160 -0.4330  0.09
H: 3.1735 -1.9586 2.1053  0.08
H: 4.1023 -1.4297 0.6947  0.07
H: 4.1104 -3.1231 1.1390  0.08
O: -1.9627 -1.8848 4.8616  -0.30
P: -3.3717 -2.2169 5.3630  0.75
N: -4.1556 -1.4818 4.0391  -0.35
C: -4.8449 -0.2224 3.8963  -0.14
C: -4.1445 -2.2337 2.7932  -0.13
N: -3.1732 -1.2869 6.8054  -0.30
C: -3.9247 -0.1226 7.2413  -0.12
C: -1.7941 -1.1507 7.2950  -0.15
N: -4.9352 -2.7425 5.9473  -0.32
C: -6.2315 -2.1002 5.9108  -0.12
C: -4.8357 -3.7486 7.0106  -0.14
H: -5.8703 -0.3858 3.5390  0.08
H: -4.3441 0.4343 3.1745  0.08
H: -4.9383 0.3368 4.8210  0.05
H: -4.9329 -2.9965 2.7984  0.08
H: -3.1844 -2.7396 2.6501  0.06
H: -4.2924 -1.5940 1.9198  0.08
H: -3.9530 0.6726 6.4928  0.07
H: -3.4823 0.3341 8.1303  0.08
H: -4.9311 -0.3877 7.5677  0.07
H: -1.2623 -0.3404 6.7787  0.08
H: -1.2355 -2.0766 7.1636  0.07
H: -1.7758 -0.9433 8.3698  0.08
H: -6.2121 -1.0352 6.1271  0.06
H: -6.9216 -2.5461 6.6266  0.09
H: -6.6981 -2.2338 4.9271  0.08
H: -4.7183 -3.2801 7.9942  0.08
H: -3.9735 -4.3975 6.8413  0.07
H: -5.7135 -4.4012 7.0342  0.08



Number 1: total energy -10489.0813 eV. Number 2: total energy -109447.1765 eV. Number 3: total energy -62736.1019 eV. Number 4: total energy -20240.7893 eV. Number 5: total energy -64284.6206 eV.